[1]
Below is 12 unconnected molecules or ions with the total composition C5H35N2O11S in a non-equilibrium geometry, with properties calculated with ωB97M-V with the def2-TZVPD basis set.

The multiplicity is 1. As for the total charge: -1. The calculation puts the HOMO-LUMO gap at 0.2493 Ha. For the total energy, the calculation gives -1546.841520 hartree. The relative energy (zero: lowest compared OMol25 entry of this formula, charge and spin) comes out at 76.55 kJ/mol.

The geometry in XYZ format:
```
54
Properties=species:S:1:pos:R:3:forces:R:3:mulliken_charge:R:1
C 1.44705 1.08602 0.23736 1.13 1.96 -0.18 -0.54
N 0.48486 0.04816 0.33248 0.28 -1.45 -0.43 1.23
C -0.95280 0.25385 0.27543 -1.43 -2.33 -0.14 -0.52
C -1.55605 -0.18103 -1.09872 2.00 1.14 -2.61 -0.03
S -0.82490 0.99091 -2.44378 -0.53 -0.78 0.29 -0.45
C -1.44833 -0.82652 1.26117 -1.04 0.24 0.94 -0.33
N -2.87719 -0.89233 1.53175 -0.03 0.12 0.63 -0.42
C 2.89903 0.61094 0.54942 -1.47 -1.43 -0.71 -1.24
H 1.37140 1.77577 -0.65323 0.34 -1.18 0.13 0.05
H 1.26546 1.81518 1.01185 -0.58 0.30 0.71 0.45
H 0.63946 -0.73495 -0.31831 0.48 0.66 0.41 -0.26
H -1.26730 1.27572 0.58168 0.33 -0.59 -0.33 0.11
H -1.30686 -1.20848 -1.56805 -0.07 1.52 1.91 -0.36
H -2.59845 -0.06772 -1.30728 -0.86 0.17 0.87 0.54
H -0.97402 -0.62004 2.21336 0.35 -0.14 0.04 0.26
H -1.23491 -1.83504 0.92970 0.98 0.34 -0.32 -0.09
H -3.19605 -1.82156 1.66225 -0.31 -0.66 -0.09 0.21
H -3.53475 -0.37729 1.00759 -0.38 0.70 -0.70 0.18
H 3.06548 -0.35424 0.08502 0.12 -0.15 -0.89 0.28
H 3.66204 1.27789 0.20872 0.38 0.54 0.08 0.46
H 3.02484 0.26320 1.56877 0.00 0.82 0.67 0.17
H -0.02569 3.06171 -2.46190 0.86 1.43 -0.27 0.02
H 1.36555 3.78629 -2.60658 0.55 -0.26 0.03 0.32
O 0.43295 3.97141 -2.61660 -1.29 -1.35 0.25 -0.68
H -1.90789 0.26965 4.42786 -0.31 -0.04 -0.51 0.22
H -1.34787 1.43422 3.71924 0.42 0.18 -0.22 0.34
O -1.97623 0.72315 3.57025 -0.33 0.34 1.16 -0.58
H 0.77050 0.17190 4.38109 -0.13 1.42 -0.60 0.34
H 1.28566 1.04907 3.27435 0.31 0.13 -0.67 0.34
O 0.72638 1.11238 4.04191 0.12 -1.47 1.24 -0.70
H 1.54882 1.34977 -3.94016 -0.73 0.09 0.33 0.34
H 1.53652 0.08434 -3.02564 -1.06 0.64 0.73 0.30
O 1.97928 0.52541 -3.73813 1.99 -0.52 -1.18 -0.71
H -3.27312 1.90015 0.23159 0.24 -0.18 -0.44 0.33
H -3.25851 2.47095 1.62210 -0.28 0.04 -0.31 0.36
O -3.77394 2.48242 0.79795 -0.13 0.03 0.70 -0.65
H 2.78497 -2.76404 -0.41669 0.41 0.30 -0.73 0.30
H 1.97743 -3.48320 0.52863 0.14 -0.19 0.39 0.34
O 2.91445 -3.32836 0.34623 -0.51 -0.02 0.20 -0.67
H 0.94620 -1.88856 -2.13507 -0.31 -0.02 0.17 0.21
H 1.95404 -1.72921 -3.23656 0.34 -0.03 -0.11 0.25
O 1.81844 -2.18869 -2.40049 0.19 0.08 -0.12 -0.57
H -1.77985 -1.95170 -3.35460 0.43 -0.83 0.09 0.37
H -0.50058 -2.09881 -4.02277 0.78 0.11 -0.41 0.32
O -1.08381 -2.63980 -3.49645 -1.23 0.80 0.36 -0.67
H -0.43528 -3.76430 0.02202 -0.02 -0.07 0.29 0.24
H -0.43138 -3.30777 -1.42360 0.26 0.40 0.52 0.22
O -0.17853 -3.01291 -0.51695 -0.12 -0.86 -1.05 -0.52
H -1.85827 3.69661 -1.00190 -0.04 0.04 0.08 0.31
H -0.50923 3.93631 -0.40498 0.19 0.16 -0.19 0.32
O -1.42900 4.18919 -0.28969 -0.13 -0.15 0.17 -0.61
H 1.34631 -1.16130 2.23460 -0.20 -1.07 1.01 0.17
H 2.61958 -1.62927 2.83036 0.12 -0.48 0.27 0.37
O 1.67412 -1.74541 2.99344 -0.20 1.56 -1.46 -0.67
```
Positions in Å, forces in eV/Å.

[2]
Below is 12 unconnected molecules or ions with the total composition C5H35N2O12 in a non-equilibrium geometry, with properties calculated with ωB97M-V with the def2-TZVPD basis set.

The multiplicity is 1. As for the total charge: -1. The calculation puts the HOMO-LUMO gap at 0.3101 Ha. For the total energy, the calculation gives -1223.951584 hartree. The relative energy (zero: lowest compared OMol25 entry of this formula, charge and spin) comes out at 182.36 kJ/mol.

The geometry in XYZ format:
```
54
Properties=species:S:1:pos:R:3:forces:R:3:mulliken_charge:R:1
C -2.16225 1.48356 -1.06874 2.30 -0.54 -1.03 -1.43
N -2.14521 1.88145 -2.46940 -0.16 0.34 -1.04 -0.68
C -0.99198 0.46039 -0.70133 -0.76 0.77 0.31 2.39
C 0.04447 1.28509 0.07526 -0.31 -0.60 0.15 0.06
C 0.77409 2.42873 -0.62093 0.80 0.22 0.64 -1.56
N -1.57156 -0.66789 0.04358 0.40 0.11 0.01 -0.06
C -1.16326 -2.00887 -0.27695 -0.21 0.79 -0.89 -0.88
O 0.14694 -2.39106 0.10828 0.75 -0.18 1.14 -0.55
H -1.90931 2.42937 -0.57648 -0.77 -0.28 0.59 0.33
H -3.09470 1.00980 -0.79478 -0.33 0.28 0.15 0.47
H -1.32835 2.46213 -2.68851 -0.41 -0.40 0.30 0.31
H -2.11338 1.10191 -3.12757 -0.01 0.10 0.39 0.28
H -0.50093 0.06190 -1.59137 -0.33 0.09 -0.20 -0.84
H -0.51490 1.72719 0.90922 0.29 -0.08 0.09 0.19
H 0.78348 0.62825 0.51106 0.23 -0.44 0.11 -0.06
H 1.24716 2.28442 -1.59801 -0.88 -0.39 -0.26 0.21
H 0.12668 3.32258 -0.56946 0.73 -0.07 -0.30 0.39
H 1.72225 2.52816 -0.04158 -0.80 0.71 -0.05 0.35
H -1.56530 -0.50513 1.04159 -0.03 0.02 0.11 0.01
H -1.18992 -2.15309 -1.36172 -0.44 0.05 0.63 0.71
H -1.89247 -2.66418 0.19720 0.41 -0.34 0.12 0.27
H -3.18572 2.76728 2.01682 -0.33 0.27 0.31 0.34
H -2.02499 2.17595 2.69471 -0.24 0.05 0.59 0.28
O -2.81035 2.72115 2.90826 0.34 -0.19 -0.98 -0.70
H 2.77602 -1.01012 -2.63272 -0.09 0.03 -0.37 0.18
H 1.92702 -2.55656 -2.18722 -0.30 -0.88 0.90 0.45
O 1.95117 -0.94066 -2.14254 0.25 0.26 0.61 -1.02
H 1.58023 -3.64764 -1.06947 -0.20 0.31 -0.03 0.29
H 0.80378 -1.78329 -0.26684 -0.23 0.00 -0.45 0.30
O 1.93465 -3.54150 -1.95404 0.38 -0.03 -0.77 -0.75
H 0.56734 -1.95550 1.86310 -0.68 -0.14 0.04 0.33
H 1.54308 -1.25959 2.72621 -0.41 0.02 0.32 0.44
O 0.61190 -1.57823 2.76239 0.65 0.30 -0.12 -0.82
H 2.75344 -0.19427 -1.01199 -0.54 0.14 0.34 0.34
H 3.84378 0.85046 -0.96629 0.20 0.27 0.19 0.26
O 3.22646 0.43277 -0.36064 0.34 -0.13 -0.12 -0.59
H 1.80567 1.89006 1.91105 0.25 0.05 -0.44 0.22
H 2.90676 2.48446 2.86964 0.25 0.07 -0.46 0.25
O 2.05102 2.06690 2.81710 -0.54 -0.16 0.94 -0.68
H -1.82871 -1.32184 -2.94197 -0.52 0.10 -0.23 0.41
H -0.82921 -2.26671 -3.32689 -0.06 -0.43 -0.52 0.39
O -1.79455 -2.24355 -3.22668 0.33 0.24 -0.10 -0.78
H -0.42785 -0.07946 3.02034 -0.02 -0.61 -0.74 0.24
H -0.76783 0.99682 3.93491 -0.38 0.39 -0.03 0.25
O -1.07414 0.65532 3.08288 0.60 -0.13 0.86 -0.35
H 3.47391 -0.27824 1.58447 0.01 -0.63 -0.55 0.28
H 3.53869 -1.86920 1.86835 0.22 0.44 -0.46 0.29
O 3.16419 -1.02173 2.12540 0.00 0.13 0.79 -0.66
H -3.61204 -1.79830 2.79004 -0.05 0.36 -0.43 0.28
H -3.01291 -0.48232 3.44511 0.09 0.04 -0.50 0.34
O -3.21114 -1.41503 3.56587 0.01 -0.42 0.89 -0.64
H 0.26058 0.43102 -4.32461 0.26 0.35 0.22 0.24
H 0.87860 -0.50331 -3.05757 0.25 0.30 -1.23 0.36
O 0.27962 -0.42984 -3.91655 -0.33 -0.56 0.53 -0.69
```
Positions in Å, forces in eV/Å.

[3]
Below is 12 unconnected molecules or ions with the total composition C5H35NO11 in a non-equilibrium geometry, with properties calculated with ωB97M-V with the def2-TZVPD basis set.

The multiplicity is 1. The calculation puts the HOMO-LUMO gap at 0.3311 Ha. For the total energy, the calculation gives -1093.859386 hartree. The relative energy (zero: lowest compared OMol25 entry of this formula, charge and spin) comes out at 107.92 kJ/mol. The structure (SMILES) is CCNC(C)C.O.O.O.O.O.O.O.O.O.O.O.

The geometry in XYZ format:
```
52
Properties=species:S:1:pos:R:3:forces:R:3:mulliken_charge:R:1
C -3.09797 -0.97452 -0.62445 -0.10 0.87 0.19 -1.14
C -2.29936 -2.05106 0.05672 1.71 -1.10 -0.88 -0.37
N -0.91672 -2.07536 -0.47133 1.33 0.96 -0.01 -0.23
C 0.05130 -2.91461 0.26436 -1.44 -0.87 -0.24 0.59
C 0.09859 -2.52380 1.73345 0.19 0.64 0.98 -1.46
C -0.30468 -4.42163 0.04317 1.88 -0.10 1.04 -1.37
H -2.88449 0.03681 -0.26071 -0.12 -0.21 0.66 0.14
H -2.83170 -0.79677 -1.66812 -0.17 -0.86 -0.25 0.40
H -4.15565 -1.19690 -0.50419 -0.10 0.27 -0.21 0.34
H -2.70245 -3.05501 -0.13227 -0.55 0.22 0.17 0.16
H -2.14952 -1.96688 1.12653 -0.75 0.32 0.10 0.37
H -0.85796 -2.36937 -1.43799 -0.47 0.08 -0.13 0.18
H 1.04352 -2.77186 -0.15797 0.00 0.30 -0.22 0.40
H 1.10268 -2.25566 2.06771 0.19 -0.50 -0.04 0.36
H -0.32402 -3.25436 2.42129 0.21 -0.29 -0.14 0.42
H -0.45312 -1.62467 2.00842 -0.24 0.20 -0.51 0.26
H 0.54246 -4.91781 -0.43902 -0.23 0.11 -0.59 0.35
H -1.21567 -4.61067 -0.50644 -0.19 0.00 0.10 0.35
H -0.24757 -4.92368 1.01277 -0.82 -0.11 -0.03 0.32
O 0.89903 3.35910 -2.87313 0.07 -0.02 0.29 -0.76
H 1.65763 3.89699 -3.12227 0.00 -0.03 -0.07 0.33
H 1.30794 2.59004 -2.41833 0.08 0.29 -0.61 0.43
O -0.55738 2.26415 0.77002 -0.37 -0.16 0.57 -0.63
H -0.85070 3.04356 0.26441 0.64 0.04 -0.33 0.40
H -0.01691 1.70361 0.19805 -0.30 0.04 -0.16 0.36
O 0.47836 1.35591 4.30625 -0.11 -0.07 -0.41 -0.64
H -0.35509 1.02202 3.95556 -0.23 -0.13 0.22 0.34
H 0.69262 2.01021 3.63468 0.20 0.24 0.05 0.31
O 4.16473 2.72034 1.64200 0.72 0.74 0.18 -0.61
H 4.32884 1.82782 1.34407 -0.54 -0.22 -0.02 0.30
H 3.24816 2.87866 1.86610 -0.18 -0.48 -0.15 0.31
O -2.64377 1.80134 2.54567 -0.02 -0.35 -0.08 -0.67
H -2.07632 1.68505 1.76299 0.27 0.37 0.06 0.32
H -2.65048 2.74900 2.69125 -0.01 0.10 0.05 0.30
O 2.51051 -1.55991 -3.73032 -0.84 0.30 -1.15 -0.65
H 3.12581 -1.31764 -4.43026 0.03 -0.11 -0.04 0.32
H 3.03761 -1.77758 -2.98932 0.88 -0.44 1.20 0.30
O 1.92104 1.15453 -4.26054 -0.68 0.09 -0.59 -0.60
H 2.81911 1.33076 -3.99485 0.32 -0.21 0.20 0.26
H 1.70541 0.23190 -4.07606 0.41 0.08 0.17 0.35
O -0.41622 4.41199 -0.92186 0.16 -0.10 0.76 -0.74
H -1.23637 4.83112 -1.18261 0.16 0.00 -0.58 0.28
H 0.12950 4.06017 -1.68634 -0.86 0.43 0.01 0.48
O -3.33982 -0.93944 2.99628 0.20 -0.13 -0.02 -0.63
H -3.01343 -0.22312 2.43826 -0.25 0.08 0.09 0.36
H -3.40378 -0.50668 3.85338 -0.07 -0.03 0.03 0.31
O 1.02144 0.15642 0.02479 0.61 0.35 -0.29 -0.57
H 0.55004 -0.61291 -0.34727 -0.64 0.00 0.48 0.18
H 1.03854 0.12362 0.98579 -0.22 -0.48 0.01 0.20
O 2.64692 1.83869 -1.41872 -0.25 -0.47 0.53 -0.71
H 2.89661 0.93014 -1.62734 0.16 0.11 -0.26 0.27
H 1.98271 1.62795 -0.73231 0.34 0.23 -0.12 0.43
```
Positions in Å, forces in eV/Å.